# 1
Density functional theory data (ωB97M-V/def2-TZVPD) for a cluster of 2 separate species, C2H3NO2S in total at a distorted geometry.

Last column: natural (NBO) charge in e.
Atoms and positions in Å:
1 C 0.90 -0.84 -0.04  0.494
2 C -0.42 1.94 0.21  -0.364
3 N -0.38 -0.49 0.23  -0.319
4 O 1.88 -0.31 0.46  -0.623
5 O -1.53 -0.90 -0.40  -0.523
6 S 1.07 2.16 0.19  0.333
7 H 0.92 -1.71 -0.74  0.125
8 H -0.57 0.29 0.96  0.399
9 H -1.86 -0.15 -0.86  0.477

Total energy   -681.269290 hartree
ΔE to the lowest compared entry with this formula, charge and spin   5.171 eV
LUMO   -0.25 eV
2S+1   1
HOMO-LUMO gap   9.80 eV

---

# 2
Density functional theory data (ωB97M-V/def2-TZVPD) for the molecule C14H13ClN2O at a distorted geometry.

Last column: natural (NBO) charge in e.
Atoms and positions in Å:
1 O 0.51 -1.47 0.33  -0.651
2 C 0.08 -0.43 -0.28  0.601
3 C -0.01 -0.13 -1.59  -0.495
4 C -0.96 -1.09 -2.36  -0.048
5 C -2.33 -0.74 -2.05  -0.180
6 C -3.33 -1.40 -2.62  -0.188
7 C -2.95 -2.81 -2.97  -0.161
8 C -1.63 -3.20 -3.21  -0.270
9 C -0.69 -2.38 -2.61  0.091
10 Cl 1.11 -2.70 -3.09  -0.083
11 N -0.27 0.58 0.43  -0.564
12 C -0.32 0.85 1.94  -0.275
13 C 0.99 1.43 2.58  -0.108
14 C 2.20 0.80 2.52  -0.133
15 C 3.48 1.62 2.64  -0.270
16 C 3.33 2.88 3.21  0.015
17 N 2.02 3.37 3.37  -0.397
18 C 1.20 2.61 3.04  0.082
19 H -0.27 0.87 -1.86  0.234
20 H 1.11 -0.38 -2.19  0.275
21 H -2.63 0.28 -1.57  0.208
22 H -4.27 -1.24 -2.60  0.194
23 H -4.00 -3.30 -3.47  0.214
24 H -1.48 -4.12 -3.72  0.247
25 H -0.55 1.57 0.09  0.399
26 H -1.10 1.11 2.59  0.247
27 H -0.31 -0.36 2.37  0.249
28 H 2.40 -0.07 1.83  0.237
29 H 4.48 1.03 2.59  0.233
30 H 3.96 3.54 3.50  0.182
31 H 0.21 3.27 3.17  0.115

Total energy   -1185.900228 hartree
ΔE to the lowest compared entry with this formula, charge and spin   9.855 eV
SMILES   O=C(Cc1ccccc1Cl)NCc1cccnc1
LUMO   0.33 eV
2S+1   1
HOMO-LUMO gap   9.61 eV

---

# 3
Density functional theory data (ωB97M-V/def2-TZVPD) for a cluster of 2 separate species, C3H5ClS2 in total at a distorted geometry.

Last column: natural (NBO) charge in e.
Atoms and positions in Å:
1 C -1.78 -0.32 1.17  -0.453
2 C -1.27 0.48 0.28  -0.054
3 C 0.84 0.41 -0.16  -0.454
4 S 1.19 1.40 -1.52  0.049
5 S 0.96 -1.38 -0.58  0.002
6 Cl 1.87 0.68 1.31  -0.030
7 H -2.83 -0.46 1.49  0.227
8 H -1.32 -0.97 1.83  0.224
9 H -1.61 1.20 -0.42  0.207
10 H 1.67 0.44 -2.55  0.164
11 H 2.28 -1.49 -0.86  0.120

Total energy   -1373.727217 hartree
ΔE to the lowest compared entry with this formula, charge and spin   3.630 eV
LUMO   0.18 eV
2S+1   1
HOMO-LUMO gap   9.24 eV

---

# 4
Density functional theory data (ωB97M-V/def2-TZVPD) for the molecule C17H13ClN2O3 at a distorted geometry.

Last column: natural (NBO) charge in e.
Atoms and positions in Å:
1 C -6.24 -2.29 0.92  -0.623
2 C -5.60 -1.03 0.43  -0.031
3 C -6.38 0.05 0.02  -0.205
4 C -5.78 1.21 -0.43  -0.249
5 C -4.40 1.33 -0.46  0.257
6 O -3.87 2.50 -0.94  -0.668
7 C -3.61 0.27 -0.01  0.141
8 N -2.21 0.42 0.00  -0.623
9 C -1.26 -0.54 0.04  0.653
10 O -1.44 -1.74 0.03  -0.579
11 C 0.10 0.06 0.07  0.036
12 C 1.34 -0.62 0.12  -0.296
13 C 2.27 0.39 0.12  0.308
14 C 3.72 0.43 0.20  -0.161
15 C 4.33 1.60 0.65  -0.107
16 C 5.70 1.70 0.76  -0.231
17 C 6.50 0.63 0.41  -0.183
18 C 5.93 -0.54 -0.05  -0.228
19 C 4.55 -0.64 -0.16  0.001
20 Cl 3.90 -2.11 -0.79  0.027
21 O 1.63 1.57 0.07  -0.255
22 N 0.30 1.36 0.03  -0.129
23 C -4.22 -0.90 0.42  -0.231
24 H -5.62 -3.15 0.68  0.219
25 H -7.22 -2.43 0.48  0.214
26 H -6.36 -2.26 2.01  0.218
27 H -7.45 -0.02 0.03  0.210
28 H -6.37 2.05 -0.77  0.224
29 H -2.94 2.39 -1.18  0.476
30 H -1.85 1.37 0.06  0.411
31 H 1.47 -1.68 0.18  0.263
32 H 3.70 2.43 0.93  0.222
33 H 6.15 2.62 1.12  0.221
34 H 7.58 0.70 0.49  0.222
35 H 6.54 -1.38 -0.34  0.232
36 H -3.60 -1.72 0.74  0.241

Total energy   -1451.033646 hartree
ΔE to the lowest compared entry with this formula, charge and spin   1.556 eV
SMILES   Cc1ccc(O)c(NC(=O)c2cc(-c3ccccc3Cl)on2)c1
LUMO   -0.08 eV
2S+1   1
HOMO-LUMO gap   8.13 eV

---

# 5
Density functional theory data (ωB97M-V/def2-TZVPD) for a structure of composition C12H16N2O4 at a distorted geometry.

Last column: natural (NBO) charge in e.
Atoms and positions in Å:
1 C -2.74 0.46 -0.20  -0.191
2 C -1.80 -0.71 -0.55  0.662
3 C -3.28 0.09 1.27  -0.038
4 C 0.61 -1.60 -0.57  -0.139
5 C 1.46 -2.42 0.43  0.786
6 C 1.44 -0.77 -1.46  -0.438
7 C 2.14 0.27 -0.70  -0.062
8 C 1.59 1.57 -0.73  -0.233
9 C 3.15 -0.02 0.16  -0.222
10 C 2.21 2.60 -0.14  -0.233
11 C 3.68 0.96 0.94  -0.207
12 C 3.35 2.28 0.66  -0.202
13 H -3.94 0.76 -2.21  0.396
14 H -4.55 -0.35 -0.83  0.380
15 H -2.20 1.48 -0.06  0.214
16 H -2.46 0.17 2.03  0.188
17 H -3.43 -1.08 1.22  0.140
18 H -4.82 1.25 1.02  0.495
19 H -0.41 0.38 0.20  0.411
20 H 0.00 -2.35 -1.07  0.278
21 H 2.09 -1.36 -2.13  0.259
22 H 0.63 -0.34 -2.17  0.218
23 H 0.79 1.74 -1.53  0.209
24 H 3.33 -1.16 0.54  0.270
25 H 2.03 3.69 -0.09  0.233
26 H 4.42 0.73 1.68  0.213
27 H 4.07 2.95 1.28  0.218
28 H -0.07 -2.70 1.52  0.496
29 N -4.01 0.64 -0.94  -0.867
30 N -0.53 -0.70 0.12  -0.677
31 O -2.04 -1.68 -1.31  -0.618
32 O -4.26 0.84 1.80  -0.704
33 O 2.64 -2.81 0.26  -0.598
34 O 0.91 -2.84 1.56  -0.640

Total energy   -877.212174 hartree
ΔE to the lowest compared entry with this formula, charge and spin   5.069 eV
LUMO   0.34 eV
2S+1   1
HOMO-LUMO gap   9.60 eV

---

# 6
Density functional theory data (ωB97M-V/def2-TZVPD) for the ion C8H14NO5 with charge +1 at a distorted geometry.

Last column: natural (NBO) charge in e.
Atoms and positions in Å:
1 C 3.08 0.89 1.54  -0.700
2 C 1.92 1.23 0.73  0.745
3 O 0.85 1.51 1.38  -0.567
4 N 2.03 1.35 -0.54  -0.393
5 C 1.82 0.81 -1.64  0.266
6 C 1.05 -0.46 -1.81  -0.164
7 O 0.41 -0.89 -0.60  -0.542
8 C -0.99 -1.27 -0.78  0.055
9 C -1.38 -2.10 0.48  -0.073
10 O -0.80 -1.55 1.63  -0.732
11 C -1.89 0.00 -0.77  -0.004
12 O -1.17 1.15 -0.62  -0.560
13 C -2.18 0.82 0.39  0.339
14 O -3.27 1.58 0.52  -0.671
15 H 3.48 0.05 1.14  0.249
16 H 2.94 0.68 2.67  0.278
17 H 3.79 1.74 1.55  0.279
18 H 0.05 1.64 0.91  0.529
19 H 2.10 1.39 -2.54  0.229
20 H 0.30 -0.29 -2.62  0.226
21 H 1.64 -1.36 -2.02  0.250
22 H -1.11 -1.96 -1.69  0.210
23 H -0.91 -3.12 0.39  0.182
24 H -2.52 -2.13 0.44  0.178
25 H -1.13 -2.11 2.46  0.497
26 H -2.67 -0.06 -1.54  0.191
27 H -1.66 0.66 1.31  0.196
28 H -3.75 1.83 -0.35  0.505

Total energy   -743.818582 hartree
ΔE to the lowest compared entry with this formula, charge and spin   0.000 eV
SMILES   CC(O)=[N+]=CCO[C@@H](CO)[C@@H]1O[C@H]1O
Net charge   +1
LUMO   -3.70 eV
2S+1   1
HOMO-LUMO gap   9.79 eV

---

# 7
Density functional theory data (ωB97M-V/def2-TZVPD) for the molecule C6H9N.

Last column: natural (NBO) charge in e.
Atoms and positions in Å:
1 C 0.36 -2.62 2.56  -0.682
2 C 0.04 -1.60 1.58  0.015
3 C -0.23 -0.75 0.78  -0.034
4 C -0.54 0.27 -0.22  -0.565
5 C 0.62 1.23 -0.43  0.142
6 N 0.73 2.10 -1.33  -0.391
7 C -0.22 2.07 -2.43  -0.461
8 H 1.03 -3.37 2.12  0.235
9 H -0.55 -3.12 2.89  0.235
10 H 0.85 -2.17 3.42  0.236
11 H -1.39 0.87 0.12  0.250
12 H -0.85 -0.24 -1.14  0.245
13 H 1.45 1.18 0.29  0.182
14 H -1.26 1.80 -2.18  0.178
15 H 0.15 1.30 -3.12  0.207
16 H -0.18 3.05 -2.90  0.209

Total energy   -288.687167 hartree
ΔE to the lowest compared entry with this formula, charge and spin   2.582 eV
SMILES   CC#CC/C=N\C
LUMO   0.91 eV
2S+1   1
HOMO-LUMO gap   10.15 eV